This record from the Open Molecules 2025 dataset describes a molecular structure, C34H36N8O8Ti in a non-equilibrium geometry. The level of theory is ωB97M-V/def2-TZVPD.

```
! wB97M-V def2-TZVPD RIJCOSX def2/J DEFGRID3
* xyz 1 2
C 2.25 -0.63 1.62
C 4.48 -1.59 2.05
C 5.04 -2.66 4.26
H 4.25 2.64 -0.38
H -0.13 4.96 -4.38
C -1.68 3.49 -1.73
N -2.21 1.40 1.19
C -3.06 -1.79 -2.51
C -1.21 -3.62 -1.62
H -1.62 5.52 -3.62
C -4.84 -1.94 0.65
H -2.45 -0.64 3.18
H -2.61 -0.64 -0.76
C 3.82 0.17 -2.43
C 1.92 -0.93 2.97
H 0.66 -0.58 4.67
H 3.44 1.46 -4.09
H -3.66 -4.94 1.10
N -0.13 0.36 3.02
C 2.83 -1.63 3.77
O 0.21 -0.31 -2.78
C -4.95 -3.30 0.32
H -5.66 -3.75 -0.34
N -3.85 -1.74 1.50
C -3.19 1.13 2.20
C 3.22 1.45 -3.02
C 0.66 3.78 -2.16
H -1.14 2.05 3.63
O -4.23 0.15 -2.27
O 0.21 2.18 1.08
C -3.96 -3.91 1.04
N -3.97 -0.78 -3.01
C 4.11 -1.96 3.32
N 3.48 2.86 -1.00
H 4.87 2.75 -2.52
H 1.44 4.13 -2.81
N 3.32 -0.12 -1.11
H 5.47 -1.82 1.69
H -1.00 0.78 4.88
O -0.43 0.36 -0.84
H 4.58 -3.55 4.66
C -1.44 -2.46 -0.89
C -2.40 -1.55 -1.32
C -1.92 -3.87 -2.79
H 5.09 -0.77 -0.33
C -2.83 -2.94 -3.25
H -1.59 3.98 -4.46
C -1.18 0.97 3.81
O 0.56 -2.59 0.39
H 5.27 -2.00 5.10
H 3.38 3.59 -2.95
H -2.71 3.58 -2.06
H 3.56 -0.66 -3.10
H -3.37 -3.08 -4.18
C 4.04 -0.62 -0.12
N 0.53 -0.04 -1.64
H -5.43 -1.12 0.30
C -2.56 0.42 3.41
H -0.45 -4.30 -1.27
C -1.01 4.65 -3.83
H 2.30 2.70 0.65
C -0.65 3.97 -2.55
C 1.00 3.18 -0.93
H -3.67 2.06 2.52
H -3.25 0.53 4.25
Ti -0.38 0.41 0.99
C -0.06 2.72 -0.07
C 3.78 2.74 -2.41
N -3.33 -2.94 1.73
H -3.96 0.45 1.80
C 0.74 -0.39 3.59
H 5.97 -2.93 3.76
H 4.91 0.24 -2.38
H 2.53 -1.91 4.77
C -1.41 2.84 -0.53
O -1.03 -1.26 1.13
C -2.44 2.33 0.34
C 2.28 2.93 -0.41
H -2.52 -3.04 2.32
O 1.43 -0.02 0.84
H -1.74 -4.78 -3.34
C -0.55 -2.11 0.28
H -3.42 2.82 0.30
O -4.41 -0.92 -4.13
H 2.14 1.43 -2.91
H 2.29 -0.10 -1.02
C 3.58 -0.95 1.17
*
```

- Expectation value of S²: 0.7936
- HOMO (alpha / beta): -7.967 / -10.337 eV
- Molar mass: 732.58 g mol⁻¹
- Frontier orbital gap (alpha / beta): 4.21 / 6.59 eV
- Lowest unoccupied orbital energy (alpha / beta): -3.76 / -3.75 eV
- Energy: -87250.55291 eV